1.
The following is a quantum chemistry calculation of C8H9O6PSm as an isolated structure in a non-equilibrium geometry, from the OMol25 dataset.

Properties
Gap between HOMO and LUMO (spin up / spin down) in Eh: 0.289 / 0.323
⟨S²⟩: 8.76
E in eV: -47890.28094
Energy relative to the best compared isomer or geometry (same formula, charge and spin) in kcal per mole: 0.0
HOMO energy (spin up / spin down) in hartree: -0.8086 / -0.8093

```
! wB97M-V def2-TZVPD RIJCOSX def2/J DEFGRID3
* xyz 3 6
C -0.85 -0.59 -1.30
O -1.03 -0.73 -2.43
H 0.56 -3.81 3.43
O 0.42 -2.08 1.35
C 1.84 0.37 -0.98
C 0.99 -4.43 2.63
C -0.54 1.84 -0.62
H 2.75 -2.50 -0.24
C 2.69 -3.30 0.53
H 3.07 -4.23 0.09
H 0.38 -5.34 2.50
H 3.36 -3.02 1.36
H -0.19 -3.61 -0.97
H 0.55 -5.18 -0.54
C -2.83 0.51 1.13
O 2.36 0.58 -1.97
Sm -0.37 -0.09 1.09
P 1.01 -3.50 1.11
H -0.93 -4.64 0.28
C 0.03 -4.30 -0.14
O -3.94 0.83 1.09
O -0.61 2.68 -1.42
C 0.95 1.87 2.01
O 1.54 2.78 2.39
H 2.02 -4.72 2.90
*
```

=====

2.
The following is a quantum chemistry calculation of a 11-piece molecular cluster, C90H197N11O14 overall in a non-equilibrium geometry, from the OMol25 dataset.

Properties
Gap between HOMO and LUMO in Eh: 0.300
E in eV: -141556.74210
Energy relative to the best compared isomer or geometry (same formula, charge and spin) in kcal per mole: 182.2
HOMO energy in hartree: -0.2888

```
! wB97M-V def2-TZVPD RIJCOSX def2/J DEFGRID3
* xyz 0 1
C 4.29 7.47 -0.32
H -7.86 -5.70 -0.08
H 0.93 0.21 5.47
H 2.38 2.27 8.54
H -1.14 1.44 -7.63
O 3.26 -4.61 -1.18
H 1.68 5.22 0.17
H 0.83 -1.13 2.05
N -2.04 5.36 1.98
C 4.24 -3.79 -4.64
H 4.59 -4.43 1.78
H 5.66 -4.16 0.41
C 0.95 -8.91 6.36
H -3.83 -0.24 -6.28
H -2.36 8.67 2.23
H 7.53 -4.42 1.90
N 0.35 3.93 -9.57
C -2.93 0.00 0.51
O -3.61 -0.97 -4.32
C -2.40 7.30 0.58
H 1.32 3.60 9.03
H 1.90 0.53 -1.02
H 6.60 -0.23 5.67
N 3.22 -4.43 -2.49
H -3.99 4.21 0.09
C 3.72 6.02 -0.32
H -0.79 -6.25 5.97
H -6.85 -7.59 3.64
C -4.25 -0.17 -5.27
C -1.25 6.03 3.07
C 0.65 -1.97 6.98
H -2.44 -8.84 5.77
C 1.26 1.56 -9.29
H -0.18 -4.49 -3.10
H -1.00 1.93 10.07
H -0.39 0.84 0.26
H 5.73 0.59 2.19
C -3.54 5.16 -0.17
H 0.86 6.25 -11.12
H 0.44 6.40 -7.39
H 5.68 3.83 -1.97
C 1.31 -1.68 1.24
H 2.91 -4.13 -6.34
H -4.56 3.05 -4.06
H 2.23 1.96 -9.57
H 2.50 -6.82 -2.35
C -2.13 6.50 4.30
H 6.26 -3.12 -3.12
H -1.39 6.86 -8.54
C -0.05 -7.85 2.02
N -0.08 -9.07 4.21
C 0.35 2.69 -8.65
H 2.30 1.84 -4.16
H -2.38 0.94 0.49
H 4.43 5.34 1.66
H -1.30 -1.08 -0.42
H 0.16 -2.65 6.28
H -4.61 -3.83 -0.89
C -6.42 -7.77 1.34
H -3.17 7.82 0.02
H -3.25 -5.47 1.98
H 1.64 -9.64 4.01
C -0.35 -9.25 5.63
H 4.21 -1.32 -3.63
H 2.39 4.64 -2.59
H 3.89 -0.53 4.92
C 1.32 -6.97 3.90
H -6.73 3.35 -5.38
H 3.97 -1.59 -1.91
H 7.60 -1.34 4.71
C 4.56 0.02 4.26
C 6.48 0.02 2.75
H -2.39 7.55 4.44
H -6.24 -4.60 -0.86
H -4.47 0.85 -4.96
C -7.11 2.38 -3.33
H 1.64 2.28 10.12
H -5.04 7.08 1.74
H 4.89 7.90 -3.07
H 1.59 -6.18 3.20
H 0.83 4.69 -5.78
H 0.49 -2.68 7.79
C -3.54 -4.74 1.23
H 5.35 5.71 -4.89
H -6.40 -7.20 -0.79
H 2.35 -1.95 1.41
H -2.62 -2.06 -0.19
N 5.21 -2.12 3.08
H -0.21 7.94 3.15
H -7.22 -6.04 4.12
H -2.42 -6.47 5.69
H 6.18 6.91 -0.55
H -1.64 -11.00 5.28
H 6.55 7.29 -2.92
H -1.47 6.19 -10.19
C -1.12 2.26 -8.35
H -1.59 1.58 6.31
O 3.11 4.38 -2.00
C -0.19 -0.61 7.23
H 0.72 3.36 -0.49
H 3.66 -2.93 3.42
C 0.71 -3.92 -2.84
C -1.11 4.86 -3.21
C 0.35 1.77 8.29
H -3.95 0.35 0.32
C -7.41 -6.72 3.29
H -0.19 -11.55 5.72
H 4.07 0.42 3.37
H 0.31 4.50 2.62
C -4.91 -5.26 0.70
H 3.97 4.65 -4.34
H 4.33 -3.01 0.61
H 5.68 5.17 0.57
H -7.30 -8.42 1.24
H -1.95 -7.62 3.80
H -2.11 3.61 1.61
H -0.19 1.00 -1.93
H -1.92 0.36 -4.36
H 1.12 0.66 -8.69
H -1.82 3.04 -8.05
C 7.43 -0.78 1.82
H 2.75 -3.91 -0.76
H -1.06 -10.94 7.03
C -4.49 -6.59 0.02
N -2.83 -0.68 -1.82
C 1.96 0.28 0.04
H 7.15 0.76 3.18
C 0.12 5.31 -9.17
H -0.65 1.99 4.90
O -0.15 3.63 -10.85
H 1.34 -6.46 4.87
H 4.21 4.06 0.61
H -4.75 4.49 -6.02
H -0.57 -0.40 5.05
H 0.60 3.62 -11.44
C -1.73 -0.90 7.64
C 1.37 1.38 0.91
H -8.52 0.23 -3.05
H -0.02 -0.49 9.81
C -1.65 8.15 1.58
C -0.85 -10.72 5.98
C -1.31 5.96 -9.14
H -3.78 -7.13 0.65
H 8.30 -1.26 2.27
O -6.82 1.06 -3.73
N -5.15 3.86 -4.13
C -1.53 -8.32 6.06
O 1.15 -0.93 0.06
H -5.72 -3.27 0.29
H -4.34 5.58 -0.77
C -0.13 2.67 -0.48
H -0.51 5.77 -3.18
O 0.83 -10.09 3.74
C -2.23 -0.67 -4.21
H 0.90 -2.69 1.23
H -4.20 -6.37 -1.00
H -1.63 -1.18 -4.97
H -8.80 -6.56 1.01
H 0.34 -6.99 1.47
H 1.41 2.37 6.37
C -1.03 2.12 9.00
C -3.09 6.01 1.15
H 4.98 0.83 4.85
C 0.46 4.42 -6.77
N 0.03 1.70 0.58
H -1.16 8.96 1.05
H 7.93 -0.06 1.17
H 6.60 5.10 -1.37
H -1.55 -8.05 7.12
H -4.06 6.99 2.92
C 0.13 -7.76 3.53
N 0.58 0.27 8.17
C 0.77 5.45 -7.80
H 2.06 6.82 0.98
H 4.49 7.83 0.68
C -0.65 7.28 2.41
H -1.91 1.55 8.70
C 1.46 2.52 9.07
H -0.93 -1.13 -2.52
H -1.05 -7.76 1.61
C -7.46 0.01 -3.04
H 1.20 -6.00 -1.51
N 3.76 5.57 -1.80
O 0.83 -0.44 9.38
H 3.68 8.25 -0.78
C 3.77 -1.99 -2.90
C 5.57 7.62 -1.11
H 2.70 -1.77 -2.95
H 0.09 3.41 6.94
O 4.48 -2.91 3.92
H 1.70 -1.97 6.71
H 5.64 -3.38 -1.58
H -3.59 -3.70 1.56
H -1.62 6.32 5.25
H -0.38 4.40 4.23
H 4.92 -4.63 -4.82
C 5.65 -0.87 3.79
H -1.71 6.96 -0.19
H 0.73 -8.63 7.39
O -3.06 -0.51 1.77
C -2.91 0.49 2.79
H -8.36 -4.99 1.51
H 3.72 6.18 -4.57
H -7.08 0.01 -2.02
H 1.34 7.22 -9.68
C 0.99 3.06 -7.30
H -3.81 -0.53 -2.01
H 1.76 6.73 -0.64
C -4.55 4.86 -5.02
C 6.07 -2.94 2.07
C 1.07 6.23 -10.05
H -5.24 -4.15 3.33
H -3.15 0.07 3.76
C 6.70 -1.90 1.05
H -5.02 5.84 -4.96
H -1.04 4.35 -2.25
H -1.91 -0.95 8.72
C -6.85 -6.37 1.89
C 0.44 2.39 6.86
H 6.66 -4.63 3.36
H 1.25 0.61 -3.82
C 5.53 7.17 -2.57
H 5.75 -4.85 -2.65
C 1.27 1.70 -3.82
H 6.74 4.64 -3.08
H -2.31 -0.05 7.29
H 0.62 2.17 -4.57
C 2.25 6.15 0.14
H 2.59 -5.98 -4.78
H -1.23 3.18 8.83
H 1.17 -5.07 -5.15
C 6.05 4.81 -2.26
H 5.93 8.65 -1.08
H -2.02 -2.38 -2.85
C 1.58 -6.25 -2.50
C 6.59 -1.11 5.04
H -7.39 -1.01 -3.42
H 0.02 6.81 1.68
C -0.09 0.17 5.85
H 6.24 -1.90 5.71
C -7.96 -5.86 0.99
H -0.62 4.48 -6.60
H 1.04 -7.01 -3.07
H 7.88 -3.36 3.29
C -0.58 1.61 5.92
C 4.54 5.57 -4.18
C -2.99 4.87 -4.86
H 2.25 -7.53 3.82
C -5.67 -7.54 -0.04
C -4.33 6.33 2.10
C 7.09 -3.86 2.73
H -1.50 1.84 -9.28
H 1.47 1.19 1.98
H 1.55 -8.10 5.96
H -6.61 2.49 -2.37
O -2.52 5.12 -3.45
O 1.05 2.42 -2.65
H 0.97 1.13 -10.25
H -5.62 -8.23 1.92
C -6.55 3.50 -4.31
C -1.13 -6.93 4.00
C -1.46 -6.96 5.48
C -0.01 5.09 3.48
C 5.57 -3.77 -2.59
H -1.00 3.32 -0.36
H 1.83 5.66 -7.92
O -5.99 -4.26 2.74
H -2.72 3.83 -5.05
H -8.18 2.49 -3.16
C -0.07 2.09 -1.92
N -5.68 -5.45 1.95
H 0.61 -3.70 -1.78
C -1.96 -1.29 -2.84
H -0.95 2.45 -2.46
H 0.83 -3.03 -3.46
H 4.79 -3.01 -5.17
H 0.35 -8.80 1.68
H -2.86 -4.65 0.39
H 2.97 -0.02 0.31
H -2.13 -1.81 7.18
C 2.10 -5.02 -4.59
C 4.95 5.74 -2.70
C 4.20 -3.46 -3.10
H 5.94 -1.42 0.44
H 1.72 -9.68 6.45
C 5.03 -3.66 1.14
H -0.61 4.24 -3.94
H 7.47 -2.47 0.53
H -8.46 -6.96 3.45
C 4.59 5.08 0.61
C -2.39 -1.03 -0.46
C 1.92 -4.87 -3.09
O -2.42 4.11 2.37
H -1.22 -6.02 3.41
H -5.22 -0.65 -5.38
C -5.43 -4.17 -0.26
H 2.32 -2.92 -5.13
H -3.64 1.29 2.65
H -2.65 5.58 -5.62
H 2.07 5.81 -10.04
H 2.09 2.17 0.67
H -4.81 5.40 2.41
H 0.65 2.32 -6.57
H -1.97 5.21 -8.70
H -2.98 5.83 4.28
C 2.79 -3.90 -5.28
H -1.91 0.91 2.77
H 0.72 5.83 3.82
H -2.77 5.16 -0.95
H 2.06 3.11 -7.48
H -7.09 4.43 -4.13
H -5.45 -8.51 -0.49
*
```